This record from OMol25 describes a cluster of 2 separate species, C6H7N in total at a distorted geometry. The level of theory is the ωB97M-V functional and the def2-TZVPD basis.

Computed properties:
HOMO level, eV: -8.9068
Total energy, Eh: -287.37368
Energy relative to the best compared isomer or geometry (same formula, charge and spin), kJ/mol: 560.7

Atoms and positions in Å:
1 C 3.023 -0.363 0.031
2 C 0.483 -0.310 1.439
3 C -0.022 -0.817 0.317
4 C 0.733 0.426 0.286
5 C -1.048 -1.633 -0.257
6 C 0.735 1.815 -0.235
7 N 4.049 -0.898 -0.040
8 H 0.567 -0.377 2.540
9 H -1.922 -1.115 -0.516
10 H -1.584 -2.356 0.418
11 H -0.921 -2.133 -1.222
12 H 1.574 2.431 0.113
13 H -0.157 2.373 0.319
14 H 0.856 1.909 -1.315

Löwdin atomic charge list, values in e, 6 entries: number 1, C, carries -0.287; number 2, C, carries 0.076; number 3, C, carries -0.132; number 4, C, carries -0.189; number 5, C, carries -0.029; number 6, C, carries -0.056


This record from OMol25 describes the molecule C6H7N at a distorted geometry. The level of theory is the ωB97M-V functional and the def2-TZVPD basis.

Computed properties:
HOMO level, eV: -8.9116
Structure (SMILES): C1[C@@H]2[C@H]3[C@@H]2N2[C@H]3[C@H]12
Total energy, Eh: -287.46815
Energy relative to the best compared isomer or geometry (same formula, charge and spin), kJ/mol: 312.7

Atoms and positions in Å:
1 C -1.284 -0.541 0.026
2 C -0.729 0.866 0.081
3 C 0.587 0.952 -0.664
4 C 0.567 0.841 0.829
5 N 1.036 -0.579 0.834
6 C 1.050 -0.498 -0.672
7 C 0.026 -1.286 0.020
8 H -1.870 -0.737 -0.877
9 H -1.883 -0.789 0.907
10 H -1.361 1.745 0.139
11 H 0.893 1.760 -1.316
12 H 0.883 1.525 1.606
13 H 2.006 -0.891 -0.965
14 H 0.078 -2.368 0.054

Löwdin atomic charge list, values in e, 6 entries: number 1, C, carries -0.100; number 2, C, carries -0.181; number 3, C, carries -0.109; number 4, C, carries -0.182; number 5, N, carries 0.045; number 6, C, carries -0.147


This record from OMol25 describes a structure of composition C6H7N at a distorted geometry. The level of theory is the ωB97M-V functional and the def2-TZVPD basis.

Computed properties:
HOMO level, eV: -9.1060
Total energy, Eh: -287.40615
Energy relative to the best compared isomer or geometry (same formula, charge and spin), kJ/mol: 475.4

Atoms and positions in Å:
1 C 0.426 -1.062 -1.133
2 C -0.244 -0.170 -0.112
3 C 0.676 1.000 0.370
4 C 1.887 0.508 1.031
5 N 2.824 0.072 1.548
6 C -1.621 0.044 0.091
7 C -2.646 0.283 0.753
8 H 0.812 -0.520 -2.000
9 H 1.279 -1.561 -0.650
10 H -0.279 -1.822 -1.468
11 H -0.854 -1.054 0.545
12 H 1.000 1.622 -0.490
13 H 0.145 1.677 1.046
14 H -3.405 0.982 0.468

Löwdin atomic charge list, values in e, 6 entries: number 1, C, carries -0.064; number 2, C, carries -0.348; number 3, C, carries -0.114; number 4, C, carries -0.229; number 5, N, carries 0.148; number 6, C, carries -0.208


This record from OMol25 describes the molecule C6H7N at a distorted geometry. The level of theory is the ωB97M-V functional and the def2-TZVPD basis.

Computed properties:
HOMO level, eV: -7.5320
Structure (SMILES): C/C=N/C=C1C=C1
Total energy, Eh: -287.39912
Energy relative to the best compared isomer or geometry (same formula, charge and spin), kJ/mol: 493.9

Atoms and positions in Å:
1 C -2.009 0.020 0.453
2 C -0.686 -0.222 -0.196
3 N -0.162 -1.354 -0.349
4 C 1.140 -1.364 -0.834
5 C 1.891 -0.451 -0.183
6 C 3.151 0.084 0.401
7 C 1.980 0.535 0.831
8 H -2.242 -0.727 1.315
9 H -2.760 -0.077 -0.308
10 H -1.910 0.979 0.960
11 H -0.344 0.731 -0.665
12 H 1.310 -2.127 -1.502
13 H 4.098 0.487 0.345
14 H 1.470 1.074 1.539

Löwdin atomic charge list, values in e, 6 entries: number 1, C, carries -0.090; number 2, C, carries -0.291; number 3, N, carries 0.031; number 4, C, carries -0.135; number 5, C, carries -0.208; number 6, C, carries 0.087


This record from OMol25 describes the ion C6H7N2O with charge +1 at a distorted geometry. The level of theory is the ωB97M-V functional and the def2-TZVPD basis.

Computed properties:
Net charge: +1
HOMO level, eV: -12.7583
Structure (SMILES): C#[N+]/C(CC#[NH+])=C(\C)[O-]
Total energy, Eh: -417.15968
Energy relative to the best compared isomer or geometry (same formula, charge and spin), kJ/mol: 340.3

Atoms and positions in Å:
1 C 0.855 -2.679 0.128
2 N 0.386 -1.603 0.052
3 C 0.050 -0.362 0.162
4 C -1.384 0.023 0.642
5 C -2.465 0.163 -0.254
6 N -3.298 0.141 -1.112
7 C 0.894 0.886 0.107
8 C 2.315 0.792 -0.059
9 O 0.234 1.879 0.396
10 H 1.117 -3.388 -0.567
11 H -1.056 1.202 0.658
12 H -1.698 -0.146 1.652
13 H -3.995 0.764 -1.591
14 H 2.551 0.372 -1.074
15 H 2.620 0.140 0.710
16 H 2.874 1.816 0.150

Löwdin atomic charge list, values in e, 6 entries: number 1, C, carries 0.229; number 2, N, carries 0.058; number 3, C, carries -0.167; number 4, C, carries -0.062; number 5, C, carries 0.023; number 6, N, carries 0.305


This record from OMol25 describes the ion C6H7N2O2 with charge +1 at a distorted geometry. The level of theory is the ωB97M-V functional and the def2-TZVPD basis.

Computed properties:
Net charge: +1
HOMO level, eV: -14.6821
Structure (SMILES): O=C[N+]1(C=O)C=CCC=N1
Total energy, Eh: -492.45357
Energy relative to the best compared isomer or geometry (same formula, charge and spin), kJ/mol: 367.0

Atoms and positions in Å:
1 O 2.168 -0.775 -0.327
2 C 1.341 -1.369 0.259
3 N 0.268 -0.654 1.025
4 C 0.063 -1.634 2.527
5 O -0.519 -2.614 2.413
6 C -0.852 -0.836 0.108
7 C -0.988 0.052 -0.868
8 C -0.037 1.198 -0.970
9 C 0.484 1.510 0.398
10 N 0.576 0.667 1.335
11 H 1.183 -2.453 0.306
12 H 0.550 -1.039 3.292
13 H -1.494 -1.678 0.307
14 H -1.811 -0.014 -1.562
15 H 0.814 0.931 -1.613
16 H -0.508 2.068 -1.425
17 H 0.767 2.523 0.641

Löwdin atomic charge list, values in e, 6 entries: number 1, O, carries 0.187; number 2, C, carries -0.189; number 3, N, carries -0.165; number 4, C, carries 0.004; number 5, O, carries 0.230; number 6, C, carries -0.041


This record from OMol25 describes the molecule C6H7N3 at a distorted geometry. The level of theory is the ωB97M-V functional and the def2-TZVPD basis.

Computed properties:
HOMO level, eV: -8.6424
Structure (SMILES): C=N/C=C\C(C)=N\C#N
Total energy, Eh: -396.98404
Energy relative to the best compared isomer or geometry (same formula, charge and spin), kJ/mol: 284.2

Atoms and positions in Å:
1 C -1.989 -1.299 -1.027
2 N -1.537 -0.361 -1.712
3 C -0.954 0.830 -1.471
4 C 0.201 1.067 -0.805
5 C 0.718 0.314 0.303
6 C 1.895 0.784 1.025
7 N 0.179 -0.827 0.522
8 C 0.341 -1.524 1.589
9 N -0.009 -2.070 2.533
10 H -2.387 -1.121 -0.062
11 H -2.250 -2.283 -1.558
12 H -1.349 1.653 -1.945
13 H 0.619 1.992 -0.927
14 H 2.343 0.027 1.723
15 H 1.479 1.665 1.535
16 H 2.701 1.153 0.276

Löwdin atomic charge list, values in e, 6 entries: number 1, C, carries 0.003; number 2, N, carries 0.031; number 3, C, carries -0.116; number 4, C, carries -0.044; number 5, C, carries -0.356; number 6, C, carries -0.026


This record from OMol25 describes the ion C6H7N4O4 with charge -1 at a distorted geometry. The level of theory is the ωB97M-V functional and the def2-TZVPD basis.

Computed properties:
Net charge: -1
HOMO level, eV: -1.7540
Total energy, Eh: -752.52851
Energy relative to the best compared isomer or geometry (same formula, charge and spin), kJ/mol: 609.3

Atoms and positions in Å:
1 C -1.994 0.077 -0.055
2 C -1.338 1.178 -0.423
3 C -1.037 -1.155 0.500
4 C 0.165 1.168 -0.676
5 C 0.839 0.384 0.529
6 C 0.455 -1.124 0.377
7 N -1.822 -1.923 1.142
8 N -3.215 -0.383 0.254
9 N 0.943 -1.557 -0.920
10 N -1.952 2.362 -0.454
11 O 2.170 -2.061 -0.841
12 O -3.139 2.424 0.009
13 O -1.355 3.428 -0.768
14 O -3.124 -1.541 1.072
15 H 0.277 0.588 -1.522
16 H 0.428 2.175 -0.867
17 H 1.887 0.498 0.431
18 H 0.386 0.780 1.367
19 H 1.004 -1.800 1.242
20 H -3.929 0.342 0.414
21 H 0.294 -2.135 -1.429

Löwdin atomic charge list, values in e, 6 entries: number 1, C, carries -0.055; number 2, C, carries -0.190; number 3, C, carries -0.099; number 4, C, carries -0.075; number 5, C, carries -0.095; number 6, C, carries -0.310